The following is a quantum chemistry calculation of 6 unconnected molecules or ions with the total composition C25H63F6N4O6P, from the OMol25 dataset.

Cartesian coordinates (Å):
O (-1.17929, -0.29074, 1.48610)
C (0.07032, -0.34156, 1.10266)
O (0.49153, 0.65580, 0.54999)
O (0.81633, -1.32325, 1.37520)
H (-1.18946, 0.60750, 1.14748)
C (-4.84341, 0.44021, 0.05996)
C (-4.10870, -0.81945, -0.40869)
C (-4.03942, -1.74861, 0.84109)
N (-3.64386, -3.19631, 0.56400)
C (-2.37616, -3.26117, -0.36156)
C (-1.90189, -4.66651, -0.45946)
C (-1.68068, -5.45452, 0.78992)
C (-2.87448, -5.39673, 1.73790)
C (-3.32022, -3.85466, 1.91524)
C (-4.79672, -3.93850, -0.16243)
H (-5.78155, 0.17102, 0.54527)
H (-5.01894, 1.15317, -0.74564)
H (-4.24750, 1.04099, 0.74702)
H (-3.14937, -0.71941, -0.91641)
H (-4.59788, -1.37723, -1.20724)
H (-5.03028, -1.82671, 1.28851)
H (-3.34741, -1.44652, 1.62722)
H (-1.70384, -2.55551, 0.12640)
H (-2.61456, -2.91358, -1.36677)
H (-0.96128, -4.82520, -0.98690)
H (-2.52565, -5.21703, -1.16371)
H (-0.81954, -4.95420, 1.23288)
H (-1.31191, -6.45568, 0.56676)
H (-2.57179, -5.79003, 2.70837)
H (-3.74133, -5.95012, 1.37677)
H (-2.47638, -3.29169, 2.31410)
H (-4.15305, -3.71748, 2.60492)
H (-5.16318, -3.36727, -1.01538)
H (-5.58991, -4.03647, 0.57875)
H (-4.45934, -4.93917, -0.43247)
C (2.41346, -1.94968, -5.21869)
N (2.42685, -1.75391, -3.66646)
C (3.92569, -1.40499, -3.31075)
C (1.44846, -0.60140, -3.32977)
C (1.92512, -3.02861, -2.86829)
C (1.44353, -2.94606, -1.39776)
O (2.47264, -2.27212, -0.61097)
H (3.00486, -2.84991, -5.38585)
H (2.77377, -1.05035, -5.71816)
H (1.40224, -2.19304, -5.54472)
H (4.26061, -0.52053, -3.85267)
H (4.52761, -2.24343, -3.66118)
H (3.96740, -1.19879, -2.24124)
H (1.79655, 0.21298, -3.96515)
H (1.64306, -0.36737, -2.28312)
H (0.40170, -0.86967, -3.47273)
H (2.75945, -3.71271, -3.02309)
H (1.16287, -3.46006, -3.51707)
H (1.41331, -3.91490, -0.89924)
H (0.46199, -2.47235, -1.41445)
H (2.02413, -1.75147, 0.05939)
C (-2.28050, 5.90240, 0.25069)
N (-1.42517, 5.12759, -0.74724)
C (-2.35263, 4.00722, -1.31495)
C (-1.17409, 6.19789, -1.84566)
C (-0.08877, 4.68609, -0.09900)
C (0.74260, 3.81803, -1.04043)
O (0.09824, 2.65361, -1.39754)
H (-1.68329, 6.75012, 0.58655)
H (-2.59103, 5.28166, 1.09114)
H (-3.13865, 6.30505, -0.28743)
H (-2.23297, 3.10547, -0.71443)
H (-2.01920, 3.72637, -2.31397)
H (-3.35726, 4.42226, -1.39600)
H (-0.58815, 5.68194, -2.60629)
H (-0.64798, 7.04467, -1.40490)
H (-2.13596, 6.50202, -2.25848)
H (-0.35054, 4.03252, 0.73313)
H (0.39894, 5.59169, 0.26172)
H (1.63763, 3.60239, -0.45689)
H (1.19409, 4.40223, -1.84228)
H (0.20554, 2.00911, -0.69419)
C (3.51070, 0.11127, 3.18040)
N (4.61426, 0.12664, 2.09556)
C (5.89648, 0.71576, 2.72690)
C (4.86481, -1.37656, 1.83751)
C (4.29049, 0.82515, 0.69031)
C (3.63087, 2.19545, 0.72925)
O (4.39526, 3.10571, 1.38445)
H (3.25843, 1.11723, 3.51584)
H (3.81340, -0.45689, 4.05998)
H (2.66040, -0.29350, 2.63153)
H (5.57213, 1.68479, 3.10623)
H (6.67035, 0.75885, 1.96051)
H (6.19863, 0.09006, 3.56672)
H (4.08946, -1.95108, 1.33073)
H (5.02953, -1.83424, 2.81296)
H (5.81013, -1.45054, 1.29992)
H (3.70581, 0.13747, 0.07928)
H (5.23605, 0.91163, 0.15502)
H (2.59954, 2.23548, 1.07977)
H (3.73926, 2.59157, -0.28043)
H (4.07803, 3.98191, 1.15372)
P (-2.21439, 2.83488, 3.67391)
F (-0.73033, 2.17205, 3.81407)
F (-2.98764, 1.42044, 3.37680)
F (-2.54643, 2.56025, 5.29082)
F (-3.66032, 3.55372, 3.38151)
F (-1.68325, 4.30730, 4.02781)
F (-1.86696, 3.02987, 2.07748)

HOMO energy   -0.488 hartree
Charge   +2
Gap between HOMO and LUMO   8.91 eV

These are the Löwdin partial charges, in e, on atoms 1 to 99: 0.13 -0.86 -0.01 -0.04 0.09 -0.07 -0.21 -0.12 -0.23 -0.09 -0.22 -0.19 -0.11 -0.05 0.05 0.09 0.07 0.07 0.09 0.09 0.13 0.12 0.12 0.13 0.11 0.12 0.12 0.13 0.12 0.11 0.13 0.14 0.10 0.11 0.09 0.02 -0.30 0.04 0.03 -0.06 -0.18 -0.11 0.10 0.11 0.10 0.10 0.11 0.08 0.10 0.09 0.11 0.13 0.13 0.13 0.11 0.01 0.01 -0.30 0.03 0.02 -0.06 -0.26 -0.05 0.11 0.10 0.10 0.09 0.09 0.10 0.10 0.11 0.11 0.12 0.14 0.09 0.12 0.04 0.04 -0.28 0.03 0.01 -0.03 -0.29 -0.04 0.11 0.11 0.09 0.10 0.11 0.11 0.09 0.10 0.10 0.11 0.13 0.12 0.13 0.11 0.22

=====

The following is a quantum chemistry calculation of 6 unconnected molecules or ions with the total composition C25H63IN6O8S, from the OMol25 dataset.

Cartesian coordinates (Å):
C (-1.60945, -0.60544, -0.63995)
S (-2.87013, -1.87941, -1.19786)
O (-2.97110, -1.96523, -2.69379)
O (-2.29168, -3.21064, -0.73361)
C (-4.47209, -1.54354, -0.32858)
C (-4.77959, 0.04388, -0.30923)
C (-5.13997, 0.17751, -1.87653)
O (-4.85536, 1.07717, -2.67465)
N (-5.87518, -1.06618, -2.23807)
C (-5.84818, -1.98427, -1.05456)
I (-7.70352, -1.75640, 0.13785)
H (-0.60815, -0.97417, -1.02165)
H (-1.66684, -0.57226, 0.49298)
H (-1.84075, 0.43545, -1.04210)
H (-4.42024, -2.08001, 0.67908)
H (-5.57521, 0.36464, 0.44483)
H (-3.91355, 0.73770, -0.02094)
H (-6.80506, -0.76444, -2.55446)
H (-5.91600, -3.09213, -1.33071)
C (1.97753, 1.18794, 0.93968)
O (1.69943, -0.14518, 0.54978)
C (2.75424, -1.06732, 0.80267)
C (2.78446, -1.61653, 2.24347)
C (3.35604, -0.63100, 3.25873)
N (1.45043, -2.03853, 2.68769)
H (3.03039, 1.44940, 0.79735)
H (1.68316, 1.34799, 1.97934)
H (1.37094, 1.85376, 0.32024)
H (2.57373, -1.90986, 0.12696)
H (3.72242, -0.64030, 0.51389)
H (3.43847, -2.49511, 2.24458)
H (2.65907, 0.17423, 3.49947)
H (3.58752, -1.14308, 4.19591)
H (4.28279, -0.18270, 2.88919)
H (1.10824, -2.76127, 2.05669)
H (0.81537, -1.25725, 2.52457)
C (-0.53824, -0.02660, -3.74677)
O (0.57371, 0.45244, -3.00677)
C (1.67264, 0.88807, -3.79634)
C (1.53802, 2.33398, -4.31195)
C (0.58503, 2.47361, -5.49557)
N (1.10923, 3.24485, -3.24469)
H (-0.23678, -0.55100, -4.65825)
H (-1.21551, 0.79586, -3.98722)
H (-1.08377, -0.72389, -3.11134)
H (2.54391, 0.84740, -3.13376)
H (1.87204, 0.18425, -4.61365)
H (2.52773, 2.65216, -4.65744)
H (-0.46308, 2.40004, -5.20028)
H (0.71446, 3.44816, -5.97347)
H (0.78315, 1.70604, -6.24917)
H (1.79568, 3.21326, -2.49296)
H (0.27205, 2.84146, -2.82196)
C (-4.02735, -5.46419, -2.57919)
O (-4.31083, -6.79714, -2.97211)
C (-3.25819, -7.72018, -2.72108)
C (-3.22796, -8.27006, -1.28068)
C (-2.65428, -7.28537, -0.26556)
N (-4.56211, -8.69044, -0.83564)
H (-2.97499, -5.20542, -2.72132)
H (-4.32040, -5.30643, -1.53858)
H (-4.63147, -4.79367, -3.19557)
H (-3.44018, -8.56207, -3.39748)
H (-2.28944, -7.29438, -3.00968)
H (-2.57505, -9.14974, -1.28028)
H (-3.34953, -6.47945, -0.02440)
H (-2.42313, -7.79878, 0.67150)
H (-1.72753, -6.83808, -0.63573)
H (-4.90527, -9.41217, -1.46672)
H (-5.19623, -7.90826, -0.99820)
C (7.17466, -0.06463, 5.98629)
O (6.28709, 0.54781, 5.06666)
C (5.79583, 1.81836, 5.47841)
C (6.74421, 2.99518, 5.17119)
C (7.92009, 3.09806, 6.13836)
N (7.26073, 2.92766, 3.79907)
H (6.90849, 0.15235, 7.02497)
H (8.20217, 0.24484, 5.78451)
H (7.12240, -1.14548, 5.83694)
H (4.87388, 1.97375, 4.90800)
H (5.50644, 1.79983, 6.53629)
H (6.16288, 3.91807, 5.27216)
H (8.68129, 2.33781, 5.95462)
H (8.40931, 4.07025, 6.03814)
H (7.58314, 3.00189, 7.17454)
H (6.47466, 2.94818, 3.15203)
H (7.65470, 1.99586, 3.66859)
C (-1.64603, 7.35134, -1.16287)
O (-1.11644, 6.68186, -0.03095)
C (-2.04968, 5.85917, 0.65871)
C (-2.22437, 4.45279, 0.05090)
C (-3.08721, 4.43569, -1.20832)
N (-0.92920, 3.83164, -0.25126)
H (-2.69022, 7.64434, -1.01872)
H (-1.54568, 6.72751, -2.05324)
H (-1.05538, 8.25529, -1.32717)
H (-1.64317, 5.73968, 1.66859)
H (-3.01293, 6.37162, 0.77091)
H (-2.73397, 3.83460, 0.79859)
H (-2.56299, 4.83038, -2.08040)
H (-3.38483, 3.41187, -1.45149)
H (-4.00027, 5.02030, -1.06395)
H (-0.38943, 3.76438, 0.60994)
H (-0.39863, 4.49616, -0.81591)

HOMO energy   -0.330 hartree
Charge   0
Gap between HOMO and LUMO   8.50 eV
SMILES   CS(=O)(=O)[C@H]1CC(=O)N[C@@H]1I.COC[C@@H](C)N.COC[C@@H](C)N.COC[C@@H](C)N.COC[C@@H](C)N.COC[C@@H](C)N

These are the Löwdin partial charges, in e, on atoms 1 to 99: -0.13 0.73 -0.35 -0.39 -0.34 -0.10 -0.38 0.08 0.01 -0.66 0.77 0.08 0.08 0.08 0.14 0.10 0.11 0.11 0.08 -0.10 -0.21 -0.20 -0.43 -0.08 0.04 0.09 0.07 0.07 0.12 0.12 0.14 0.06 0.08 0.08 0.07 0.06 -0.09 -0.20 -0.20 -0.43 -0.07 0.04 0.10 0.09 0.04 0.12 0.12 0.13 0.06 0.08 0.08 0.07 0.06 -0.11 -0.19 -0.20 -0.43 -0.07 0.03 0.09 0.06 0.09 0.12 0.12 0.13 0.06 0.08 0.08 0.07 0.07 -0.10 -0.20 -0.20 -0.43 -0.07 0.04 0.09 0.07 0.09 0.12 0.12 0.13 0.06 0.08 0.08 0.07 0.07 -0.10 -0.19 -0.20 -0.43 -0.06 0.04 0.09 0.08 0.09 0.12 0.12 0.13